The following is a quantum chemistry calculation of a single C3H6N2O2 molecule in a non-equilibrium geometry, from the Open Molecules 2025 dataset.

Calculated values
HOMO, eV: -8.368
Energy relative to the best compared isomer or geometry (same formula, charge and spin), eV: 6.177
SMILES: COC1=NNOC1
DFT total energy, eV: -10278.6209
Charge: 0
Orbital gap, eV: 9.3

Each line ends with the Löwdin charge.
Element x y z (Å)
C (2.217232, 0.097270, -0.651166)  0.00
H (1.998377, 1.211837, -0.524938)  0.10
H (-1.480578, -1.647008, 0.594544)  0.09
O (-2.209717, 0.212848, -0.071202)  -0.11
N (-0.380812, 1.015247, 0.761150)  0.09
C (-1.263461, -0.857162, -0.044536)  -0.07
N (-1.680090, 1.153013, 0.721288)  -0.12
H (1.627716, -0.281425, -1.524857)  0.10
H (-2.256852, 1.102361, 1.574803)  0.15
O (1.413755, -0.518745, 0.498109)  -0.11
H (-1.297627, -1.241705, -1.073754)  0.12
C (0.076392, -0.110794, 0.371446)  -0.29
H (3.235665, -0.135734, -0.630893)  0.06

Atomic forces in eV per Å
-4.76 1.32 0.62
0.76 -1.44 -0.45
-0.58 -1.43 1.61
-0.41 -3.29 -1.86
4.10 0.12 2.32
1.45 0.39 -2.76
-2.26 2.94 0.73
1.23 0.46 0.23
1.48 0.43 0.31
-1.00 1.01 -1.44
0.37 -0.08 0.31
-1.64 0.27 0.04
1.26 -0.70 0.35